Below is a structure of composition C10H18N2O3 in a non-equilibrium geometry, with properties calculated with ωB97M-V/def2-TZVPD.

Geometry as XYZ:
```
33
Properties=species:S:1:pos:R:3:forces:R:3:nbo_charge:R:1
C 1.39068 0.63821 0.78197 0.1 0.0 -0.1 -0.147
C 0.43446 0.16353 1.56274 -0.1 -0.1 0.2 -0.237
C 0.38730 -0.27794 -1.34891 -0.2 0.1 0.0 -0.451
C 1.46440 0.61581 -0.71669 -0.1 0.0 -0.1 -0.081
C -0.82145 -0.52357 1.17466 -0.5 0.6 -3.4 0.023
C -0.99307 -0.09596 -0.77497 1.2 -0.2 3.9 0.431
C 2.83592 0.05669 -1.12148 -0.2 0.0 0.1 -0.592
C 1.33538 2.05633 -1.23055 0.0 -0.1 0.1 -0.605
C -0.77048 -2.02597 1.31283 0.0 0.1 0.0 -0.642
C -2.05054 0.09995 1.79656 0.2 0.0 -0.1 -0.653
N -3.12288 -0.77278 -1.13422 -1.0 0.3 -0.1 -0.055
N -1.91057 -1.12640 -1.21467 -1.2 -0.7 -0.5 0.247
O -1.48364 -2.23661 -1.54241 0.0 -0.4 -0.1 -0.462
O -1.51192 1.16282 -0.88490 0.1 0.1 -0.3 -0.710
O -4.00423 -1.79658 -1.46903 1.1 -0.2 0.0 -0.528
H 2.23435 1.12984 1.24941 0.1 0.1 0.1 0.203
H 0.53938 0.28317 2.63722 0.1 0.0 0.1 0.204
H 0.34760 -0.07417 -2.42367 0.0 -0.1 -0.1 0.221
H 0.65604 -1.32744 -1.21917 -0.1 0.1 0.0 0.250
H 3.00048 -0.91409 -0.65823 0.0 -0.1 0.0 0.211
H 3.63228 0.72808 -0.80653 0.1 0.1 0.0 0.209
H 2.89058 -0.05970 -2.20102 0.0 0.0 -0.2 0.210
H 2.13929 2.67494 -0.83566 0.1 0.1 0.0 0.204
H 0.38450 2.47981 -0.92237 0.0 0.1 0.0 0.234
H 1.38886 2.07436 -2.31676 0.0 0.0 -0.2 0.205
H -1.74113 -2.47647 1.11648 -0.1 -0.1 0.0 0.219
H -0.47386 -2.28349 2.33017 0.0 0.0 0.1 0.214
H -0.04747 -2.47025 0.63286 0.1 0.0 0.0 0.229
H -2.95831 -0.25980 1.31224 -0.1 -0.1 0.0 0.221
H -2.01599 1.18566 1.72644 0.0 0.1 0.0 0.221
H -2.10514 -0.16893 2.85174 0.0 0.0 0.1 0.220
H -2.46191 1.11944 -0.70937 0.0 0.0 0.0 0.503
H -4.87596 -1.38280 -1.46981 0.3 0.3 0.1 0.484
```
Forces are in eV/Å.

- DFT total energy (eV) = -19780.13261
- maximum force (hartree/bohr) = 0.0803
- relative energy (zero: lowest compared OMol25 entry of this formula, charge and spin) (kcal per mole) = 132.7
- molar mass (g/mol) = 214.26
- charge = 0


Below is a structure of composition C17H20ClF6HgNO19S2 in a non-equilibrium geometry, with properties calculated with ωB97M-V/def2-TZVPD.

Geometry as XYZ:
```
67
Properties=species:S:1:pos:R:3:forces:R:3:nbo_charge:R:1
Hg -0.52661 -0.34431 -0.53776 1.1 -0.6 0.4 1.452
C 3.70161 1.02102 -0.50982 -1.5 0.0 0.9 0.745
F 4.31937 2.11007 -0.10046 0.5 0.2 0.1 -0.299
F 3.29988 1.20151 -1.75102 0.5 -0.5 -0.6 -0.295
F 4.47705 -0.04895 -0.33661 0.0 0.4 -0.6 -0.306
S 2.16681 0.82079 0.54659 1.2 -0.3 0.2 2.255
O 2.63472 1.07207 1.85504 0.2 -0.4 0.6 -0.872
O 1.14874 1.64210 -0.00248 -0.9 1.1 -0.9 -0.966
N 1.62738 -0.67252 0.19465 -0.6 1.0 -0.8 -1.335
S 2.19107 -2.03078 0.75902 -0.1 -1.1 0.8 2.293
O 3.13656 -1.91871 1.80878 0.5 0.4 0.2 -0.897
O 1.04348 -2.85871 0.92711 -0.7 -0.6 0.3 -0.978
C 3.00936 -3.01157 -0.57615 -0.3 -0.1 0.1 0.723
F 2.09051 -3.14545 -1.54504 0.9 -0.2 0.0 -0.306
F 4.17910 -2.61250 -1.04842 -0.4 0.3 -0.2 -0.296
F 3.23326 -4.19852 0.01728 -0.2 -0.1 -0.4 -0.322
Cl -2.66671 0.24202 -0.95540 -0.4 0.2 -0.1 -0.620
C -0.46216 -5.65092 1.11551 0.2 -0.8 4.1 -0.106
C 0.03694 -5.90518 -0.24321 0.7 -1.1 -0.7 -0.106
O -0.49775 -4.85963 -0.99252 -0.3 0.6 -1.4 -0.467
C -1.17687 -4.02203 -0.22913 -0.1 1.0 0.6 1.009
O -1.54585 -2.93242 -0.56539 -0.2 -0.6 0.1 -0.624
O -1.36219 -4.56393 1.00365 0.1 0.6 -0.5 -0.495
H 0.34096 -5.44235 1.87960 -0.6 0.4 -1.0 0.203
H -1.00801 -6.48078 1.63031 0.2 0.4 -1.0 0.191
H -0.33829 -6.86630 -0.57764 0.1 -0.1 -0.5 0.189
H 1.11350 -5.83784 -0.37811 0.1 -0.3 0.3 0.211
C 1.06988 4.62627 -1.51239 0.6 0.9 -0.3 -0.098
C -0.41252 4.46402 -1.61486 -0.3 -0.9 -1.3 -0.102
O -0.59920 3.70668 -2.86887 0.6 0.4 0.4 -0.486
C 0.61481 3.27943 -3.29945 -1.2 0.7 -1.7 0.994
O 0.76495 2.72308 -4.37619 0.2 0.7 2.2 -0.652
O 1.56871 3.71277 -2.48628 1.1 -0.4 -0.1 -0.477
H 1.37987 4.36025 -0.53605 0.6 -0.7 0.9 0.217
H 1.52269 5.63302 -1.68053 -0.7 -0.6 -0.4 0.188
H -0.94416 5.38836 -1.63875 -0.5 0.5 -0.3 0.199
H -0.79873 3.81995 -0.86433 -0.3 -0.3 0.9 0.219
C -3.33689 2.89596 4.28110 -0.6 -1.2 -0.8 -0.100
C -3.53733 4.35869 4.00973 -0.4 1.3 -0.2 -0.105
O -2.49130 4.72631 3.11056 0.1 0.1 0.1 -0.489
C -1.87598 3.62254 2.65530 -1.2 -0.5 1.2 0.976
O -0.97870 3.61148 1.90531 1.1 0.0 -1.3 -0.571
O -2.44889 2.51369 3.20470 0.1 0.0 0.5 -0.494
H -4.25020 2.26122 4.17086 0.7 0.7 0.2 0.203
H -2.90339 2.72836 5.27563 0.2 -0.2 -0.4 0.194
H -3.40810 4.94535 4.90136 0.0 0.3 0.4 0.193
H -4.46492 4.68489 3.53698 -0.2 -0.5 0.1 0.192
C 0.56149 0.48221 -5.93373 0.0 1.2 -0.8 -0.100
C 2.06714 0.46929 -5.65353 -0.2 -0.6 0.7 -0.102
O 2.14108 -0.15621 -4.35398 -0.3 0.5 -0.2 -0.486
C 0.90036 -0.30671 -3.85676 1.8 1.4 -1.8 1.005
O 0.76312 -0.76234 -2.78389 -1.2 -1.0 2.5 -0.659
O -0.01007 0.17485 -4.68256 -0.9 -1.0 0.5 -0.460
H 0.24846 -0.21126 -6.69426 -0.2 -0.6 -0.1 0.184
H 0.15576 1.47909 -6.19654 0.6 -0.6 0.1 0.227
H 2.43701 1.46784 -5.64970 0.4 0.7 0.4 0.210
H 2.73133 -0.16830 -6.19360 -0.1 -0.2 -1.3 0.195
C -2.42161 -2.31296 2.91357 -1.2 0.6 -0.2 -0.093
C -2.51188 -1.61018 4.22080 -2.2 -1.5 3.6 -0.101
O -1.93159 -0.38715 4.11661 1.6 1.5 -0.8 -0.481
C -1.11036 -0.48885 3.05320 -1.1 0.0 -0.4 0.970
O -0.19175 0.20167 2.84915 1.5 1.0 -0.7 -0.558
O -1.55641 -1.46219 2.22045 1.0 0.5 -0.8 -0.490
H -3.41054 -2.38480 2.45879 0.3 0.0 -0.5 0.193
H -1.97966 -3.26341 2.98908 0.4 -1.2 0.0 0.202
H -1.99518 -2.14533 5.03695 -0.2 -0.2 -0.3 0.173
H -3.52315 -1.38377 4.57773 -0.1 -0.7 -0.2 0.187
```
Forces are in eV/Å.

- DFT total energy (eV) = -113017.65795
- maximum force (hartree/bohr) = 0.0861
- molar mass (g/mol) = 956.50
- charge = 0


Below is a structure of composition C34H38IrN3O2S3Si, with properties calculated with ωB97M-V/def2-TZVPD.

Geometry as XYZ:
```
82
Properties=species:S:1:pos:R:3:forces:R:3:lowdin_spin:R:1
Ir 0.18337 0.18156 -0.50580 0.2 -0.1 -0.2 0.083
C 2.37448 -1.63969 2.09671 0.1 -0.1 -0.1 0.010
C 1.93050 -1.78592 0.68682 0.1 -0.5 0.0 0.042
N 2.04651 -0.66957 -0.11125 -0.2 0.2 0.0 0.296
N 2.92727 -0.75518 -1.09134 0.0 0.2 0.0 0.161
C 2.73727 0.10130 -2.09199 0.0 -0.2 0.2 0.075
S 1.27161 0.91714 -2.29324 0.2 0.3 -0.3 0.228
S 4.02600 0.23044 -3.27291 0.1 0.0 0.1 0.026
C 4.27939 2.05051 -3.31082 0.0 -0.1 -0.1 0.004
C 4.67996 2.62039 -1.98284 0.0 -0.1 0.1 0.001
C 3.75928 3.29723 -1.18903 0.0 0.1 -0.1 0.004
C 4.13223 3.78978 0.05527 0.0 0.0 0.0 0.000
C 5.42502 3.60420 0.52027 0.0 0.0 0.0 0.001
C 6.35197 2.93814 -0.27164 0.0 0.0 0.0 0.000
C 5.98065 2.45235 -1.51386 0.0 0.0 0.0 0.000
C 1.38852 -2.92667 0.11636 0.1 0.5 0.2 0.018
C 1.65962 -4.22928 0.65376 -0.1 -0.2 0.0 0.004
C 1.18068 -5.33781 0.04581 0.1 0.1 0.1 0.004
C 0.33692 -5.20008 -1.09694 -0.1 0.1 -0.1 0.005
C -0.01591 -3.98785 -1.59647 0.1 -0.1 -0.1 0.000
C 0.47726 -2.78475 -1.00751 -0.3 0.1 -0.1 0.009
O -0.03628 -1.67939 -1.39694 0.2 -0.4 -0.1 0.014
H 2.12529 -0.63659 2.44422 0.0 0.0 0.0 0.000
H 3.46538 -1.72634 2.13596 0.0 0.1 0.0 0.000
H 1.94072 -2.38790 2.75481 0.0 0.0 0.0 0.001
H 3.39814 2.53773 -3.72236 0.0 0.0 0.0 0.000
H 5.08817 2.13747 -4.03687 0.0 0.1 0.0 0.000
H 2.75524 3.47151 -1.55912 0.0 0.0 0.0 0.003
H 3.41376 4.33796 0.65138 0.0 0.0 0.0 0.000
H 5.71664 3.99021 1.48835 0.0 0.0 0.0 0.000
H 7.36902 2.80979 0.07462 0.0 0.0 0.0 0.000
H 6.70649 1.93273 -2.12865 0.0 0.0 0.0 0.000
H 2.32467 -4.30987 1.50467 0.0 0.0 0.0 0.000
H 1.44740 -6.32285 0.40135 0.0 0.0 0.0 0.000
H -0.05311 -6.09517 -1.56564 0.0 0.0 0.0 0.000
H -0.69810 -3.88964 -2.42985 0.0 0.0 0.0 0.000
C -3.38313 4.15539 -2.24953 0.0 0.0 0.0 0.000
Si -2.86094 4.82568 -0.59258 0.0 0.0 0.0 0.000
C -2.29842 6.59597 -0.77856 0.0 0.0 0.0 0.000
C -4.24929 4.69110 0.64602 0.0 0.0 0.0 0.000
C -1.38678 3.87248 0.14389 0.0 0.0 0.0 0.000
C -0.67764 4.44164 1.19713 0.1 0.0 0.1 0.000
C 0.37860 3.78546 1.83525 -0.1 0.1 0.0 0.000
C 0.75322 2.54581 1.37774 0.1 0.0 -0.2 0.000
N 0.10763 1.99719 0.34394 -0.2 0.1 0.1 0.004
C -0.95507 2.59875 -0.23434 -0.1 0.0 0.0 0.002
S -1.61598 1.44449 -1.38406 -0.1 0.2 0.4 0.000
H -4.09070 4.86175 -2.69142 0.0 0.0 0.0 0.000
H -3.88073 3.18834 -2.17019 0.0 0.0 0.0 0.000
H -2.54542 4.04892 -2.94096 0.0 0.0 0.0 0.000
H -3.09779 7.19164 -1.22508 0.0 0.0 0.0 0.000
H -1.42854 6.66410 -1.43513 0.0 0.0 0.0 0.000
H -2.04110 7.06422 0.17321 0.0 0.0 0.0 0.000
H -5.10382 5.29776 0.33766 0.0 0.0 0.0 0.000
H -3.94037 5.03145 1.63646 0.0 0.0 0.0 0.000
H -4.59027 3.65739 0.73521 0.0 0.0 0.0 0.000
H -0.95391 5.42880 1.55082 0.0 0.0 0.0 0.000
H 0.90030 4.23604 2.66708 0.0 0.0 0.0 0.000
H 1.57520 1.97962 1.79406 0.0 0.0 0.0 0.000
C -4.18443 -6.29746 0.16326 0.0 0.0 0.0 0.000
C -3.38365 -5.10001 0.57827 0.0 0.0 0.0 0.001
C -2.46565 -5.18113 1.62261 0.0 0.0 0.0 0.000
C -1.70778 -4.09256 2.00793 0.0 0.0 0.0 0.000
C -0.75344 -4.27298 3.16320 0.0 0.0 0.0 0.000
C -1.87069 -2.86457 1.30900 0.1 -0.1 -0.1 0.001
C -0.98942 -1.79921 1.69214 0.0 0.4 0.2 0.000
O -0.87191 -0.64551 1.24326 -0.1 -0.4 -0.2 0.001
C -2.82650 -2.76027 0.26555 0.0 0.0 0.1 0.001
C -3.06685 -1.48688 -0.47675 -0.1 0.1 0.0 0.001
C -3.55804 -3.88282 -0.07316 0.0 0.0 0.0 0.000
H -3.95107 -7.16889 0.77133 0.0 0.0 0.0 0.000
H -3.98655 -6.54211 -0.88164 0.0 0.0 0.0 0.000
H -5.25243 -6.09205 0.24849 0.0 0.0 0.0 0.000
H -2.34933 -6.11992 2.15049 0.0 0.0 0.0 0.000
H -0.86956 -5.27118 3.57922 0.0 0.0 0.0 0.000
H -0.94090 -3.55755 3.96482 0.0 0.0 0.0 0.000
H 0.28899 -4.17223 2.85298 -0.1 0.0 0.0 0.000
H -0.32767 -2.05154 2.52672 0.0 0.0 0.1 0.000
H -3.17068 -0.63395 0.19167 0.0 0.0 0.0 0.000
H -3.96012 -1.57039 -1.09327 0.0 0.0 0.0 0.000
H -2.22246 -1.26834 -1.12966 -0.1 0.0 0.0 0.000
H -4.29101 -3.80835 -0.86833 0.0 0.0 0.0 0.000
```
Forces are in eV/Å.

- DFT total energy (eV) = -87658.13154
- expectation value of S² = 0.765
- maximum force (hartree/bohr) = 0.0101
- relative energy (zero: lowest compared OMol25 entry of this formula, charge and spin) (kcal per mole) = 17.1
- molar mass (g/mol) = 837.20
- charge = +1
- multiplicity = 2


Below is an isolated molecule of C12H9BF7NS in a non-equilibrium geometry, with properties calculated with ωB97M-V/def2-TZVPD.

Geometry as XYZ:
```
31
Properties=species:S:1:pos:R:3:forces:R:3:nbo_charge:R:1
C 0.73485 4.59196 0.03669 0.6 -0.9 0.1 -0.652
C 0.97488 3.01482 0.16310 0.2 -1.9 0.2 0.001
C 0.94746 2.35418 1.58919 0.6 -2.7 -3.6 -0.219
C 1.17860 0.82307 1.68394 0.0 1.9 -3.6 -0.215
C 1.42235 0.05197 0.36715 -0.2 1.6 -0.5 -0.023
C 1.62196 -1.56138 0.39259 -0.8 0.7 -0.7 -0.793
B 0.19579 -2.14992 -0.18350 1.9 0.8 0.2 0.943
N 0.11390 -2.45124 -1.64570 2.7 -4.8 0.6 -0.721
C 0.66911 -3.57742 -1.94507 -3.2 0.4 -0.3 0.278
S 0.85768 -5.18020 -2.38826 0.1 4.1 1.1 0.050
C -1.04450 -2.31980 0.88285 -0.5 0.3 1.5 0.371
F -1.52105 -3.66008 0.94140 0.6 2.7 -0.2 -0.317
F -0.57239 -2.01100 2.21683 -1.0 -0.6 -2.5 -0.340
C -2.22586 -1.24110 0.59809 -0.9 1.0 1.2 0.578
F -1.72786 0.09564 0.75509 -0.9 -3.3 -0.5 -0.304
F -3.30528 -1.35160 1.51853 2.5 -0.1 -1.9 -0.303
C -2.86251 -1.35757 -0.87719 -2.2 1.1 -1.8 0.922
F -2.85320 -2.65588 -1.41507 0.2 3.2 1.4 -0.300
F -2.28272 -0.43957 -1.80704 -1.1 -2.7 2.4 -0.309
F -4.22873 -0.94342 -0.76379 3.3 -1.2 -0.5 -0.316
C 1.46544 0.69826 -1.05444 -0.8 2.2 3.6 -0.228
C 1.24747 2.22614 -1.14518 -0.1 -2.5 3.2 -0.227
H -0.36691 4.89164 0.01405 1.5 -0.6 0.0 0.230
H 1.23971 4.92418 -0.94525 -0.8 -0.2 1.7 0.224
H 1.21324 5.07701 0.95893 -0.6 -0.5 -1.5 0.224
H 0.72903 2.96334 2.52379 0.4 -0.8 -1.5 0.233
H 1.18074 0.22642 2.66429 -0.1 1.2 -1.7 0.239
H 1.87306 -1.96095 1.42922 -0.2 0.7 -1.4 0.264
H 2.39804 -1.80371 -0.40679 -0.7 0.2 1.4 0.242
H 1.64093 0.02641 -1.97262 -0.3 1.3 1.6 0.235
H 1.28676 2.69980 -2.18583 -0.1 -0.5 1.9 0.232
```
Forces are in eV/Å.

- DFT total energy (eV) = -44609.04273
- maximum force (hartree/bohr) = 0.1075
- molar mass (g/mol) = 343.08
- SMILES = Cc1ccc(CB(N=C=S)C(F)(F)C(F)(F)C(F)(F)F)cc1
- charge = 0


What did the first record say?
Below is a structure of composition C10H18N2O3 in a non-equilibrium geometry, with properties calculated with ωB97M-V/def2-TZVPD.

Geometry as XYZ:
```
33
Properties=species:S:1:pos:R:3:forces:R:3:nbo_charge:R:1
C 1.39068 0.63821 0.78197 0.1 0.0 -0.1 -0.147
C 0.43446 0.16353 1.56274 -0.1 -0.1 0.2 -0.237
C 0.38730 -0.27794 -1.34891 -0.2 0.1 0.0 -0.451
C 1.46440 0.61581 -0.71669 -0.1 0.0 -0.1 -0.081
C -0.82145 -0.52357 1.17466 -0.5 0.6 -3.4 0.023
C -0.99307 -0.09596 -0.77497 1.2 -0.2 3.9 0.431
C 2.83592 0.05669 -1.12148 -0.2 0.0 0.1 -0.592
C 1.33538 2.05633 -1.23055 0.0 -0.1 0.1 -0.605
C -0.77048 -2.02597 1.31283 0.0 0.1 0.0 -0.642
C -2.05054 0.09995 1.79656 0.2 0.0 -0.1 -0.653
N -3.12288 -0.77278 -1.13422 -1.0 0.3 -0.1 -0.055
N -1.91057 -1.12640 -1.21467 -1.2 -0.7 -0.5 0.247
O -1.48364 -2.23661 -1.54241 0.0 -0.4 -0.1 -0.462
O -1.51192 1.16282 -0.88490 0.1 0.1 -0.3 -0.710
O -4.00423 -1.79658 -1.46903 1.1 -0.2 0.0 -0.528
H 2.23435 1.12984 1.24941 0.1 0.1 0.1 0.203
H 0.53938 0.28317 2.63722 0.1 0.0 0.1 0.204
H 0.34760 -0.07417 -2.42367 0.0 -0.1 -0.1 0.221
H 0.65604 -1.32744 -1.21917 -0.1 0.1 0.0 0.250
H 3.00048 -0.91409 -0.65823 0.0 -0.1 0.0 0.211
H 3.63228 0.72808 -0.80653 0.1 0.1 0.0 0.209
H 2.89058 -0.05970 -2.20102 0.0 0.0 -0.2 0.210
H 2.13929 2.67494 -0.83566 0.1 0.1 0.0 0.204
H 0.38450 2.47981 -0.92237 0.0 0.1 0.0 0.234
H 1.38886 2.07436 -2.31676 0.0 0.0 -0.2 0.205
H -1.74113 -2.47647 1.11648 -0.1 -0.1 0.0 0.219
H -0.47386 -2.28349 2.33017 0.0 0.0 0.1 0.214
H -0.04747 -2.47025 0.63286 0.1 0.0 0.0 0.229
H -2.95831 -0.25980 1.31224 -0.1 -0.1 0.0 0.221
H -2.01599 1.18566 1.72644 0.0 0.1 0.0 0.221
H -2.10514 -0.16893 2.85174 0.0 0.0 0.1 0.220
H -2.46191 1.11944 -0.70937 0.0 0.0 0.0 0.503
H -4.87596 -1.38280 -1.46981 0.3 0.3 0.1 0.484
```
Forces are in eV/Å.

- DFT total energy (eV) = -19780.13261
- maximum force (hartree/bohr) = 0.0803
- relative energy (zero: lowest compared OMol25 entry of this formula, charge and spin) (kcal per mole) = 132.7
- molar mass (g/mol) = 214.26
- charge = 0